The following is a DFT calculation (wB97M-V/def2-TZVPD) of a structure of composition C31H32N3S at a distorted geometry.

Atoms and positions in Å:
C (2.644307, 5.080733, 0.116105)
S (2.580620, 3.455870, -0.830015)
C (3.591466, 2.611831, 0.397032)
C (0.997583, 2.760269, -0.514766)
C (0.089555, 3.871501, -0.388042)
N (-0.621429, 4.831127, -0.163874)
H (1.779484, 5.724288, -0.097205)
H (2.698407, 4.812004, 1.182263)
H (3.580272, 5.606601, -0.162306)
H (3.410393, 1.507721, 0.353241)
H (4.631087, 2.835867, 0.121068)
H (3.384512, 3.017261, 1.413713)
H (0.993793, 2.119833, 0.465873)
C (-6.058082, -1.131499, 0.635004)
N (-5.295901, 0.076660, 1.040184)
C (-5.502424, 0.492843, 2.382398)
C (-5.495916, -0.500781, 3.390988)
C (-5.376690, -0.140902, 4.733485)
C (-5.346118, 1.211967, 5.112906)
C (-5.540069, 2.194627, 4.130592)
C (-5.638001, 1.845438, 2.778377)
C (-4.167522, 0.504355, 0.325109)
C (-3.543164, 1.757408, 0.522858)
C (-2.345690, 2.080047, -0.077424)
C (-1.569234, 1.143968, -0.799035)
C (-0.230951, 1.439635, -1.367543)
C (0.718503, 0.356288, -1.600832)
C (1.759736, 0.543284, -2.550207)
C (2.571315, -0.519740, -2.897505)
C (2.411601, -1.796387, -2.295122)
N (3.298599, -2.885474, -2.561683)
C (2.738269, -4.060149, -3.252385)
C (4.337668, -3.144574, -1.637157)
C (4.325986, -4.317930, -0.838976)
C (5.307681, -4.509952, 0.134200)
C (6.375140, -3.600443, 0.239135)
C (6.457868, -2.502023, -0.639189)
C (5.425558, -2.242846, -1.542784)
C (1.383057, -1.979710, -1.361663)
C (0.596173, -0.905737, -0.942755)
C (-2.239804, -0.088806, -1.095797)
C (-3.515187, -0.359721, -0.612794)
H (-6.245187, -1.144442, -0.447642)
H (-5.579059, -2.083692, 0.917728)
H (-7.029541, -1.105844, 1.148175)
H (-5.504718, -1.555611, 3.103443)
H (-5.259512, -0.939930, 5.480812)
H (-5.213630, 1.496235, 6.165193)
H (-5.564841, 3.250229, 4.431814)
H (-5.809304, 2.621457, 2.036345)
H (-4.033332, 2.494359, 1.184210)
H (-2.026911, 3.128585, -0.006944)
H (-0.258378, 2.250067, -2.193376)
H (1.787206, 1.488475, -3.120914)
H (3.343770, -0.384653, -3.665246)
H (3.574446, -4.649474, -3.640907)
H (2.130424, -4.700159, -2.597472)
H (2.123896, -3.716040, -4.090172)
H (3.525793, -5.060918, -0.974254)
H (5.235758, -5.379672, 0.810233)
H (7.172212, -3.781951, 0.975303)
H (7.327251, -1.836570, -0.611310)
H (5.465060, -1.394529, -2.231372)
H (1.209821, -2.981601, -0.943882)
H (-0.234175, -1.097267, -0.264868)
H (-1.761162, -0.785676, -1.788280)
H (-3.978356, -1.326153, -0.922074)

Force components x, y, z for each atom (eV/Å):
C 0.141 0.085 -0.056
S 1.001 0.671 0.463
C 0.451 -0.962 0.311
C -2.844 -1.298 3.524
C -3.444 5.201 1.928
N 3.843 -4.967 -1.581
H 0.281 -0.448 -0.090
H -0.302 0.215 -0.497
H -0.487 -0.546 -0.122
H 0.173 0.981 -0.099
H -0.254 -0.194 0.147
H -0.022 -0.482 -0.845
H 0.292 1.609 -1.454
C 0.170 0.195 0.034
N -0.381 -0.032 -0.925
C 0.056 0.316 1.235
C 0.363 0.507 -0.227
C -0.024 0.108 0.104
C -0.228 -0.134 -0.317
C 0.186 -0.249 0.275
C 0.140 -0.630 0.039
C 0.483 -0.813 -0.046
C -0.884 0.021 0.558
C 0.554 0.355 -0.277
C -0.984 0.003 0.720
C 0.740 2.562 -2.623
C 0.737 -1.531 -0.196
C -1.146 -0.308 0.091
C 0.575 -0.662 -0.010
C -0.085 0.382 0.479
N -0.140 -0.114 -1.146
C 0.043 0.445 0.236
C 0.695 -0.200 0.705
C -0.163 0.631 -0.207
C 0.308 0.165 -0.055
C 0.013 -0.118 -0.181
C -0.280 -0.177 0.367
C -0.385 -0.719 0.119
C 0.267 0.213 0.164
C -0.171 0.581 -1.245
C 0.304 0.853 0.000
C -0.372 -0.536 0.088
H 0.155 0.152 0.327
H 0.098 0.319 -0.132
H 0.334 0.119 -0.223
H 0.134 0.392 0.181
H -0.168 0.504 -0.337
H -0.089 -0.165 -0.554
H -0.105 -0.500 -0.240
H 0.075 -0.193 0.117
H 0.533 -0.499 -0.728
H -0.140 -0.870 0.257
H -0.300 -2.040 0.803
H 0.190 -0.500 0.404
H -0.301 -0.176 0.374
H -0.199 0.060 0.042
H -0.037 0.053 -0.147
H 0.096 -0.099 0.155
H 0.420 0.469 0.187
H 0.169 0.551 -0.485
H -0.446 0.148 -0.419
H -0.346 -0.279 0.065
H -0.001 -0.265 0.275
H 0.207 0.531 -0.095
H 0.446 0.218 0.049
H -0.330 0.123 0.343
H 0.385 0.966 0.396

* Kohn-Sham gap: 6.209 eV
* ΔE to the lowest compared entry with this formula, charge and spin: 3.1319 eV
* net charge: +1
* calculated total energy: -47960.7497 eV
* HOMO: -9.988 eV
* E_LUMO: -3.78 eV